Arrangement a

Molecular formula: C5H16N2O
Method: DFT, wB97M-V/def2-TZVPD

Results
multiplicity	2
orbital gap (alpha / beta)	0.4004 / 0.2094	Eh
charge	+1
LUMO energy (alpha / beta)	-3.0 / -8.1	eV

XYZ file:
```
24
Properties=species:S:1:pos:R:3:lowdin_spin:R:1
N 0.377 -1.791 -0.071 0.645
C -0.625 -0.733 0.279 0.103
C -1.058 -0.029 -1.162 0.107
C 0.175 0.552 -1.912 0.009
C -2.227 0.867 -0.790 0.019
C -0.023 0.460 1.161 0.039
N 0.849 0.127 2.339 0.014
H 0.123 -2.731 0.321 0.017
H 1.335 -1.543 0.094 0.021
H -1.539 -1.184 0.750 0.005
H -1.282 -0.751 -1.896 0.000
H 1.001 -0.200 -2.113 0.003
H -0.199 0.717 -2.957 0.004
H 0.379 1.538 -1.629 0.000
H -2.979 0.538 0.031 0.002
H -1.845 1.732 -0.331 0.000
H -2.816 1.302 -1.691 0.008
H 0.415 1.084 0.419 0.000
H -0.784 1.129 1.644 0.003
H 0.624 0.826 3.023 0.001
H 0.822 -0.697 2.710 0.001
H 2.475 -0.153 1.038 0.000
H 3.738 -0.276 0.141 0.000
O 3.061 -0.781 0.603 0.001
```

=====

Arrangement b

Molecular formula: C5H16N2O
Method: DFT, wB97M-V/def2-TZVPD

Results
multiplicity	2
orbital gap (alpha / beta)	0.3829 / 0.1908	Eh
charge	+1
LUMO energy (alpha / beta)	-2.7 / -7.9	eV

XYZ file:
```
24
Properties=species:S:1:pos:R:3:lowdin_spin:R:1
C 0.126 0.326 0.478 0.078
N -1.288 0.506 0.877 0.615
C -2.212 -0.662 0.591 0.049
C -1.452 0.836 2.343 0.050
C 0.301 0.146 -1.003 0.015
C -0.469 1.589 -1.517 0.033
N 1.640 -0.052 -1.521 0.008
H 0.558 -0.514 0.969 0.045
H 0.895 1.083 0.827 0.005
H -2.141 -0.931 -0.419 0.000
H -2.348 -1.489 1.287 0.023
H -3.213 -0.156 0.678 0.014
H -0.714 1.795 2.562 0.015
H -0.923 0.218 3.128 0.033
H -2.483 0.811 2.399 0.002
H -0.370 -0.720 -1.242 0.000
H 0.004 2.435 -1.255 0.001
H -0.415 1.536 -2.672 0.000
H -1.468 1.471 -1.302 0.011
H 2.297 0.733 -1.464 0.000
H 1.692 -0.324 -2.387 0.000
H 2.535 -2.817 -0.742 0.000
H 3.078 -1.473 -0.484 0.000
O 2.848 -2.281 -0.090 0.004
```

=====

In terms of stability, arrangement a leads; the second structure lies 125.8 kJ/mol higher.

=====

Arrangement a

Molecular formula: C5H16N2O
Method: DFT, wB97M-V/def2-TZVPD

Results
multiplicity	2
orbital gap (alpha / beta)	0.3646 / 0.1669	Eh
charge	+1
LUMO energy (alpha / beta)	-3.1 / -8.5	eV

XYZ file:
```
24
Properties=species:S:1:pos:R:3:lowdin_spin:R:1
C 0.911 -0.271 0.401 0.059
N 1.759 -0.605 -0.783 0.688
C 3.057 0.165 -0.671 0.059
C 0.140 1.013 -0.059 0.071
C -1.332 0.703 -0.434 0.010
C -1.777 -0.616 -1.059 0.004
N -2.026 -1.658 0.026 0.010
H 1.594 -0.089 1.231 0.000
H 0.373 -1.239 0.501 0.017
H 1.252 -0.274 -1.620 0.021
H 3.903 -0.483 -0.324 0.017
H 2.942 1.107 -0.156 0.018
H 3.318 0.384 -1.699 0.001
H 0.637 1.474 -0.932 0.003
H 0.208 1.702 0.798 0.017
H -1.760 1.483 -1.068 0.001
H -1.692 1.129 0.494 0.003
H -2.728 -0.407 -1.573 0.000
H -1.060 -1.043 -1.767 0.001
H -1.324 -1.716 0.733 0.000
H -2.889 -1.293 0.417 0.000
H -0.635 0.633 2.303 0.000
H -1.392 -0.515 2.487 0.000
O -1.479 0.415 2.752 0.000
```

=====

Arrangement b

Molecular formula: C5H16N2O
Method: DFT, wB97M-V/def2-TZVPD

Results
multiplicity	2
orbital gap (alpha / beta)	0.2992 / 0.2681	Eh
charge	+1
LUMO energy (alpha / beta)	-3.8 / -4.5	eV

XYZ file:
```
24
Properties=species:S:1:pos:R:3:lowdin_spin:R:1
C -0.530 0.813 2.252 0.000
C -1.241 1.272 1.007 0.000
C -0.951 0.169 -0.016 0.001
N -0.336 1.903 3.322 0.000
H -1.011 -0.013 2.808 0.000
H 0.519 0.500 2.155 0.000
H -0.808 2.225 0.670 0.000
H -2.287 1.512 1.173 0.000
H 0.080 0.203 -0.368 0.001
H -1.070 -0.787 0.460 0.000
H -1.643 0.245 -0.861 0.001
H 0.186 2.673 2.838 0.000
H -1.198 2.336 3.669 0.000
H 0.226 1.622 4.152 0.000
C 1.027 -2.672 -1.990 0.006
N 0.185 -1.444 -2.220 0.022
C 1.199 -0.180 -2.483 0.109
O 1.960 -0.309 -3.543 0.768
H 1.671 -2.851 -2.866 0.002
H 0.372 -3.527 -1.803 0.001
H 1.703 -2.606 -1.105 0.000
H -0.125 -1.580 -3.154 0.000
H 1.715 -0.079 -1.474 0.021
H 0.356 0.575 -2.625 0.069
```

=====

Arrangement c

Molecular formula: C5H16N2O
Method: DFT, wB97M-V/def2-TZVPD

Results
multiplicity	2
orbital gap (alpha / beta)	0.4134 / 0.2077	Eh
charge	+1
LUMO energy (alpha / beta)	-2.9 / -7.8	eV

XYZ file:
```
24
Properties=species:S:1:pos:R:3:lowdin_spin:R:1
C 1.098 0.189 2.137 0.078
C -0.284 -0.301 1.956 0.005
C -1.217 0.422 0.974 0.003
C -0.983 -0.106 -0.450 0.009
N 0.126 0.765 -1.011 0.182
C 0.024 0.942 -2.481 0.017
N 2.013 0.034 0.999 0.612
H 1.234 1.237 2.433 0.022
H 1.474 -0.420 2.992 0.038
H -0.344 -1.387 1.929 0.001
H -0.786 0.009 2.924 -0.001
H -2.283 0.313 1.259 0.000
H -0.956 1.490 1.018 0.000
H -0.740 -1.173 -0.428 0.002
H -1.797 0.255 -1.066 0.004
H 0.219 1.648 -0.531 -0.002
H 0.699 0.349 -3.108 0.005
H -1.016 0.700 -2.784 0.006
H 0.194 1.958 -2.757 0.001
H 2.773 0.712 0.928 0.013
H 1.481 -0.157 0.135 0.003
H -1.021 -2.191 -1.648 0.000
H 0.423 -2.440 -1.929 0.000
O -0.333 -2.850 -1.492 0.000
```

=====

In terms of stability, arrangement c leads; the second structure lies 41.7 kJ/mol higher.

=====

Arrangement a

Molecular formula: C18H49NO7
Method: DFT, wB97M-V/def2-TZVPD

Results
orbital gap	0.3492	Eh
SMILES	CC1(C)CCCC(C)(C)N1O.CCO.CCO.CCO.CO.CO.CO
LUMO energy	0.4	eV

XYZ file:
```
75
Properties=species:S:1:pos:R:3:mulliken_charge:R:1
C 17.846 9.945 9.327 -1.759
C 16.478 10.155 8.568 1.475
C 15.609 11.186 9.374 -2.098
C 16.857 10.767 7.241 -1.333
C 17.422 9.763 6.233 -0.703
C 16.455 8.666 6.094 -1.140
C 16.081 7.844 7.400 1.082
C 14.852 6.984 7.095 -1.776
C 17.377 7.030 7.754 -1.575
N 15.776 8.878 8.442 1.317
O 15.439 8.355 9.684 -0.255
H 18.545 9.382 8.709 0.390
H 18.311 10.903 9.561 0.479
H 17.804 9.433 10.289 0.297
H 15.509 10.786 10.383 0.425
H 16.054 12.180 9.413 0.412
H 14.575 11.229 9.030 0.203
H 15.988 11.333 6.903 0.421
H 17.601 11.546 7.403 0.387
H 17.590 10.312 5.306 0.427
H 18.408 9.408 6.534 0.343
H 16.915 8.021 5.346 0.426
H 15.593 9.060 5.555 0.271
H 14.465 6.541 8.013 0.379
H 15.061 6.117 6.468 0.487
H 14.061 7.544 6.596 0.151
H 17.613 6.185 7.107 0.452
H 17.205 6.702 8.779 0.290
H 18.337 7.545 7.760 0.319
H 16.282 7.980 9.949 0.270
C 10.552 8.932 8.909 -0.933
C 12.022 8.411 9.046 -0.143
O 12.878 9.476 8.759 0.508
H 10.357 9.194 7.869 0.315
H 10.409 9.709 9.661 0.210
H 9.925 8.110 9.255 0.283
H 12.094 7.616 8.303 0.298
H 12.232 7.980 10.024 -0.079
H 13.818 9.286 8.790 -0.271
C 10.449 6.559 11.676 -0.153
C 10.957 5.539 12.658 -0.617
O 10.921 6.061 13.987 -0.600
H 10.255 6.260 10.645 0.351
H 11.118 7.418 11.724 -0.252
H 9.480 6.919 12.020 0.317
H 11.990 5.285 12.421 0.278
H 10.447 4.589 12.502 0.369
H 11.580 6.757 14.027 0.440
C 12.822 12.820 11.366 -1.238
C 11.842 11.600 11.277 -0.140
O 12.429 10.398 11.702 -0.372
H 12.307 13.766 11.195 0.434
H 13.637 12.909 10.648 0.238
H 13.216 12.979 12.370 0.310
H 11.473 11.563 10.252 0.052
H 11.017 11.864 11.938 0.448
H 12.923 10.035 10.964 0.145
C 12.701 10.723 5.619 -0.343
O 12.334 11.497 6.720 -0.634
H 12.377 9.697 5.788 0.134
H 12.309 11.102 4.676 0.395
H 13.783 10.692 5.490 0.015
H 12.317 10.866 7.443 0.183
C 7.230 8.920 8.308 -0.516
O 7.461 7.495 8.331 -0.499
H 7.733 9.352 7.443 0.204
H 6.182 9.204 8.403 0.322
H 7.708 9.239 9.234 0.206
H 6.942 7.116 9.044 0.286
C 13.907 7.923 13.267 -0.526
O 12.595 8.237 13.699 -0.572
H 14.568 8.788 13.223 0.338
H 14.480 7.161 13.797 0.407
H 13.881 7.611 12.223 0.048
H 12.442 9.137 13.402 0.286
```

=====

Arrangement b

Molecular formula: C18H49NO7
Method: DFT, wB97M-V/def2-TZVPD

Results
orbital gap	0.3140	Eh
SMILES	CC1(C)CCCC(C)(C)N1O.CC(C)O.CC(C)O.CC(C)O.O.O.O
LUMO energy	0.3	eV

XYZ file:
```
75
Properties=species:S:1:pos:R:3:mulliken_charge:R:1
C -4.396 6.727 0.786 -1.985
C -4.611 5.403 1.334 1.967
C -3.927 5.198 2.748 -1.582
C -6.142 5.326 1.512 -1.578
C -6.820 3.872 1.652 -0.673
C -6.343 2.942 0.462 -1.254
C -4.777 2.939 0.322 1.523
C -4.206 2.167 1.455 -1.890
C -4.529 2.150 -0.968 -1.843
N -4.245 4.345 0.354 0.190
O -2.873 4.310 0.018 -0.468
H -4.594 6.886 -0.274 0.399
H -4.849 7.549 1.341 0.377
H -3.329 6.867 0.956 0.482
H -4.666 5.097 3.544 0.301
H -3.236 4.356 2.762 0.329
H -3.301 6.062 2.973 0.431
H -6.431 5.930 2.373 0.488
H -6.617 5.816 0.662 0.463
H -6.450 3.412 2.568 0.281
H -7.909 3.906 1.618 0.428
H -6.794 3.298 -0.464 0.400
H -6.706 1.914 0.444 0.472
H -3.130 2.335 1.500 0.359
H -4.544 1.130 1.457 0.443
H -4.592 2.563 2.394 0.406
H -5.194 2.586 -1.714 0.466
H -4.549 1.073 -0.800 0.343
H -3.578 2.314 -1.477 0.385
H -2.846 4.743 -0.839 0.337
C -1.389 -8.794 0.647 -1.275
C -2.242 -9.217 1.768 0.770
C -3.347 -10.152 1.461 -1.453
O -1.598 -9.760 2.773 -0.525
H -0.315 -8.706 0.811 0.377
H -1.812 -7.909 0.171 0.311
H -1.375 -9.465 -0.212 0.327
H -2.733 -8.346 2.202 0.088
H -3.098 -11.187 1.226 0.345
H -3.862 -9.826 0.557 0.384
H -4.200 -10.163 2.139 0.353
H -0.712 -9.404 2.867 0.299
C 1.976 -2.499 0.913 -1.312
C 3.156 -1.644 0.330 0.446
C 3.573 -0.570 1.322 -1.136
O 4.162 -2.588 0.257 -0.520
H 1.786 -3.401 0.332 0.324
H 1.016 -1.984 0.950 0.373
H 2.246 -2.802 1.924 0.316
H 2.789 -1.249 -0.617 0.262
H 4.249 0.057 0.741 0.330
H 4.061 -0.938 2.224 0.297
H 2.688 -0.005 1.614 0.323
H 4.915 -2.277 -0.251 0.297
C 6.949 4.139 -6.655 -1.210
C 6.327 3.384 -5.512 0.506
C 5.413 2.219 -5.873 -1.141
O 7.384 3.094 -4.628 -0.535
H 7.512 3.475 -7.311 0.313
H 7.577 4.914 -6.216 0.323
H 6.195 4.633 -7.268 0.332
H 5.719 4.023 -4.872 0.151
H 4.440 2.651 -6.110 0.298
H 5.369 1.586 -4.988 0.397
H 5.842 1.793 -6.780 0.287
H 7.296 2.222 -4.237 0.279
O 8.556 -1.526 -1.896 -0.635
H 8.850 -2.169 -2.541 0.319
H 9.314 -1.393 -1.327 0.319
O 4.896 -7.262 0.037 -0.635
H 5.125 -6.336 0.115 0.322
H 4.142 -7.274 -0.553 0.313
O 6.335 -1.026 7.588 -0.636
H 6.935 -0.287 7.486 0.318
H 6.073 -1.248 6.695 0.317
```

=====

In terms of stability, arrangement a leads; the second structure lies 31.5 kJ/mol higher.

=====

Arrangement a

Molecular formula: C2H5IO2
Method: DFT, wB97M-V/def2-TZVPD

Results
orbital gap	0.3581	Eh
LUMO energy	0.6	eV

XYZ file:
```
10
Properties=species:S:1:pos:R:3:mulliken_charge:R:1
C 1.088 0.380 0.880 -0.736
C -0.759 -0.522 -0.445 -0.107
O -0.696 0.211 -1.636 -0.412
O -0.320 0.141 0.664 -0.317
I -2.868 -0.797 -0.280 -0.033
H 1.179 1.436 0.977 0.264
H 1.639 -0.210 0.165 0.367
H 1.244 -0.125 1.807 0.283
H -0.373 -1.485 -0.681 0.400
H -0.134 0.970 -1.449 0.290
```

=====

Arrangement b

Molecular formula: C2H5IO2
Method: DFT, wB97M-V/def2-TZVPD

Results
orbital gap	0.3903	Eh
SMILES	COC=O.I
LUMO energy	0.8	eV

XYZ file:
```
10
Properties=species:S:1:pos:R:3:mulliken_charge:R:1
C -1.123 1.292 -0.663 -0.568
O 0.149 1.544 -0.009 -0.281
C 0.806 0.368 0.155 0.283
O 0.322 -0.707 -0.037 -0.452
H -1.453 0.242 -0.704 0.275
H -1.202 1.534 -1.803 0.239
H -1.890 1.980 -0.089 0.232
H 1.871 0.510 0.652 0.281
I 1.942 -3.731 1.390 -0.107
H 0.577 -3.032 1.107 0.097
```

=====

In terms of stability, arrangement b leads; the second structure lies 33.2 kJ/mol higher.

=====

Arrangement a

Molecular formula: C5H22N2O5
Method: DFT, wB97M-V/def2-TZVPD

Results
orbital gap	0.4150	Eh
charge	+2
LUMO energy	-6.0	eV

XYZ file:
```
34
Properties=species:S:1:pos:R:3:mulliken_charge:R:1
C 1.675 0.862 2.570 -0.762
O 2.614 -0.147 2.800 -0.565
C 0.981 0.580 1.227 0.181
C -0.297 1.375 0.966 -0.733
C -1.178 0.585 0.005 -0.452
C -2.397 0.143 0.259 -0.284
N -3.189 -0.721 -0.633 -0.127
N 0.774 -0.877 1.054 -0.238
H 0.928 0.836 3.372 0.377
H 2.102 1.873 2.634 0.364
H 3.494 0.061 2.474 0.379
H 1.745 0.754 0.453 0.159
H -0.111 2.234 0.316 0.242
H -0.792 1.648 1.919 0.479
H -0.643 0.518 -0.961 0.411
H -2.924 0.425 1.184 0.419
H -4.178 -0.517 -0.435 0.415
H -2.988 -1.720 -0.515 0.349
H -2.976 -0.446 -1.593 0.317
H 0.105 -1.402 1.621 0.327
H 1.683 -1.346 1.253 0.390
H 0.721 -1.293 0.118 0.365
H 3.722 -2.854 0.315 0.333
H 3.471 -1.279 0.590 0.309
O 3.173 -2.084 0.163 -0.644
H -0.992 -2.351 -2.065 0.332
H -1.499 -3.619 -1.580 0.317
O -1.311 -2.727 -1.230 -0.646
H 1.534 3.272 -1.670 0.280
H 0.082 3.561 -1.362 0.302
O 0.768 2.884 -1.234 -0.618
H -1.440 -0.170 -4.047 0.305
H -1.337 1.265 -4.368 0.309
O -1.320 0.677 -3.603 -0.594
```

=====

Arrangement b

Molecular formula: C5H22N2O5
Method: DFT, wB97M-V/def2-TZVPD

Results
orbital gap	0.4098	Eh
charge	+2
LUMO energy	-6.4	eV

XYZ file:
```
34
Properties=species:S:1:pos:R:3:mulliken_charge:R:1
C -1.180 0.295 1.979 -0.830
O -2.153 1.054 2.672 -0.581
C -0.781 1.200 0.800 -0.012
C 0.518 0.870 0.117 -0.754
C 0.716 -0.608 -0.265 -0.647
C 3.114 -0.545 -0.742 -0.211
N 2.100 -1.086 -0.223 0.049
N -0.816 2.627 1.273 -0.152
H -1.624 -0.594 1.532 0.442
H -0.365 0.069 2.670 0.379
H -2.577 0.591 3.402 0.359
H -1.591 1.095 0.090 0.103
H 1.436 1.156 0.627 0.652
H 0.581 1.446 -0.809 0.478
H 0.360 -0.888 -1.225 0.386
H 0.143 -1.233 0.415 0.242
H 4.035 -1.080 -0.624 0.283
H 3.133 0.418 -1.238 0.313
H 2.186 -2.115 0.263 0.330
H -1.358 3.212 0.594 0.368
H -1.400 2.589 2.129 0.379
H 0.109 3.052 1.311 0.338
H -1.050 4.284 -1.646 0.299
H -1.661 2.901 -1.896 0.295
O -1.223 3.437 -1.216 -0.609
H -2.274 0.890 -3.252 0.321
H -0.946 1.398 -3.825 0.316
O -1.345 1.021 -3.032 -0.607
H 2.563 -4.198 0.110 0.342
H 1.076 -3.787 0.448 0.391
O 2.018 -3.484 0.462 -0.654
H -1.162 -4.636 0.248 0.333
H -0.145 -5.036 -0.857 0.327
O -0.436 -4.315 -0.289 -0.670
```

=====

In terms of stability, arrangement b leads; the second structure lies 106.6 kJ/mol higher.

=====

Arrangement a

Molecular formula: C6H18N3
Method: DFT, wB97M-V/def2-TZVPD

Results
orbital gap (alpha / beta)	0.2375 / 0.2374	Eh
charge	+1
LUMO energy (alpha / beta)	-3.7 / -3.7	eV

XYZ file:
```
27
Properties=species:S:1:pos:R:3:mulliken_charge:R:1
C -0.304 2.581 -0.140 -1.279
C 0.922 1.225 -2.018 -1.378
C 1.170 -0.175 1.463 -1.844
C 0.254 -1.880 -0.078 -1.162
C -0.284 1.628 -1.301 1.168
C -0.059 -0.603 0.689 0.421
N 0.109 -3.044 0.803 -0.592
N -1.459 1.283 -1.853 -0.345
N -1.166 -0.861 1.692 -0.192
H 0.546 2.458 0.525 0.241
H -1.122 2.316 0.427 0.433
H -0.609 3.594 -0.489 0.393
H 1.438 2.102 -2.657 0.319
H 1.640 0.922 -1.334 0.266
H 0.724 0.600 -2.783 0.504
H 2.116 -0.550 1.169 0.378
H 1.193 0.886 1.739 0.248
H 1.204 -0.667 2.403 0.639
H -0.257 -2.156 -0.968 0.481
H 1.227 -1.969 -0.488 0.427
H -0.202 -3.739 0.186 0.230
H 0.950 -3.277 1.331 0.211
H -1.448 0.356 -2.317 0.234
H -2.348 1.665 -1.726 0.225
H -2.061 -1.049 1.241 0.301
H -1.380 -0.049 2.255 0.298
H -0.794 -1.599 2.228 0.377
```

=====

Arrangement b

Molecular formula: C6H18N3
Method: DFT, wB97M-V/def2-TZVPD

Results
orbital gap	0.3599	Eh
charge	+1
LUMO energy	-3.5	eV

XYZ file:
```
27
Properties=species:S:1:pos:R:3:mulliken_charge:R:1
C 2.228 -0.085 -1.404 -1.303
C 2.207 1.050 0.863 -1.810
C 2.019 -1.472 0.769 -1.758
C -0.640 1.172 0.055 -0.968
C 1.608 -0.178 0.037 1.858
C 0.046 -0.115 -0.027 0.245
N -1.939 -1.441 0.003 -0.793
N -0.600 -1.264 -0.087 0.228
N -4.025 0.668 -0.034 -0.867
H 2.670 -1.106 -1.573 0.344
H 3.204 0.521 -1.409 0.363
H 1.382 0.206 -2.036 0.351
H 3.259 0.750 1.291 0.352
H 2.351 1.832 0.174 0.556
H 1.663 1.342 1.793 0.389
H 3.114 -1.738 0.799 0.408
H 1.701 -1.338 1.754 0.516
H 1.462 -2.347 0.344 0.390
H -0.262 1.792 0.802 0.350
H -1.656 1.097 0.055 0.150
H -0.285 1.670 -0.884 0.317
H -2.251 -2.263 -0.417 0.201
H -2.498 -0.544 0.212 0.381
H -0.176 -1.985 -0.558 0.346
H -4.724 0.183 -0.651 0.265
H -3.741 1.476 -0.543 0.244
H -4.611 0.950 0.804 0.245
```

=====

In terms of stability, arrangement b leads; the second structure lies 182.1 kJ/mol higher.